Here is C4H8O3 in the gas phase from the OMol25 dataset. Energies are from ωB97M-V with the def2-TZVPD basis set.

Summary:
Total charge ... 0
HOMO ... -10.17 eV
HOMO-LUMO gap ... 10.939 eV
SMILES string ... OCC1(CO)CO1
Lowest unoccupied orbital energy ... 0.7686 eV
Total energy ... -382.8293 Ha
Energy relative to the best compared isomer or geometry (same formula, charge and spin) ... 355.9 kJ/mol

```
15
Properties=species:S:1:pos:R:3:nbo_charge:R:1
O 0.505 -0.645 2.249 -0.71
C 0.502 0.409 1.318 -0.07
C -0.115 0.017 -0.015 0.13
C -0.094 1.085 -1.079 -0.08
O -0.438 0.618 -2.357 -0.70
C -1.054 -1.086 -0.016 -0.17
O 0.478 -1.242 -0.283 -0.55
H 0.897 -1.409 1.792 0.48
H -0.009 1.252 1.779 0.18
H 1.530 0.713 1.058 0.17
H -0.828 1.858 -0.816 0.19
H 0.905 1.547 -1.060 0.17
H 0.180 -0.095 -2.569 0.47
H -1.032 -1.624 -0.960 0.26
H -1.427 -1.399 0.960 0.22
```

***

Here is 2 unconnected molecules or ions with the total composition C4H11OPS2 from the OMol25 dataset. Energies are from ωB97M-V with the def2-TZVPD basis set.

Summary:
Total charge ... 0
HOMO ... -8.59 eV
HOMO-LUMO gap ... 8.928 eV
SMILES string ... OP(S)S.C=CCC
Lowest unoccupied orbital energy ... 0.3332 eV
Total energy ... -1371.9169 Ha
Energy relative to the best compared isomer or geometry (same formula, charge and spin) ... 124.5 kJ/mol

```
19
Properties=species:S:1:pos:R:3:nbo_charge:R:1
O 1.257 1.037 -2.864 -1.00
P 0.778 0.148 -1.542 0.93
S 2.720 -0.208 -0.865 -0.38
S 0.377 -1.720 -2.612 -0.35
H 2.187 0.713 -3.040 0.49
H 2.767 1.304 -0.706 0.18
H 1.131 -2.486 -1.954 0.12
C 0.436 1.642 1.002 -0.42
C -0.734 1.065 1.058 -0.14
C -0.887 -0.388 1.343 -0.45
C -2.211 -1.089 0.901 -0.63
H 0.607 2.605 0.883 0.19
H 1.370 1.073 1.185 0.18
H -1.600 1.736 1.064 0.20
H 0.019 -0.876 0.994 0.21
H -0.722 -0.432 2.468 0.22
H -2.186 -1.565 -0.106 0.23
H -2.198 -1.983 1.466 0.21
H -3.109 -0.575 1.324 0.22
```